1.
This record from the OMol25 dataset describes 2 unconnected molecules or ions with the total composition C5H16N2O in a non-equilibrium geometry. The level of theory is ωB97M-V with the def2-TZVPD basis set.

## Properties
Charge: 0
Orbital gap, eV: 8.516
E_LUMO, eV: 0.905
SMILES: CCN(C)CCN.O

Each line ends with the Mulliken charge.
Geometry (Å):
H1 -0.849447 -1.283357 -2.989148  0.230
H2 0.413826 -2.215651 -3.487780  0.249
C1 0.024967 -0.436848 -0.515405  -0.352
H3 -1.165874 6.404393 -1.337642  0.321
H4 1.796180 -1.492150 2.108874  0.438
C2 -0.084440 0.152105 1.909667  -0.813
H5 1.681040 -1.106442 -1.567851  0.176
H6 1.363481 -2.327274 0.583978  0.331
H7 0.769483 0.345756 2.652510  0.415
H8 -2.153188 -0.882997 1.875386  0.245
O1 -1.266716 6.194369 -2.276727  -0.637
N1 0.179677 -1.369058 -2.981899  -0.646
N2 0.647384 -0.403560 0.785574  0.148
H9 -0.684702 -1.674316 2.611248  0.284
H10 -2.175607 5.992736 -2.428438  0.315
H11 0.523808 -2.363137 -1.115212  0.350
H12 0.213827 0.579228 -1.019300  0.185
C3 -1.149611 -0.705336 2.448601  -0.820
H13 -0.288662 1.204128 1.501829  0.343
C4 1.658247 -1.386711 1.036786  -1.127
H14 -1.596493 -0.318233 3.499823  0.295
H15 2.643600 -1.090351 0.590390  0.294
C5 0.611368 -1.432313 -1.556702  -0.531
H16 -1.112149 -0.384988 -0.328564  0.306

Cartesian forces (eV/Å) of the 6 atoms listed first:
H 0.72 -0.15 -0.25
H 0.06 0.00 0.30
C -1.77 3.03 -1.40
H -0.22 -0.12 -0.35
H 0.07 -0.22 0.07
C 2.74 2.80 -1.46

***

2.
This record from the OMol25 dataset describes a single C6H6N2S molecule in a non-equilibrium geometry. The level of theory is ωB97M-V with the def2-TZVPD basis set.

## Properties
Charge: 0
Orbital gap (spin up / spin down), eV: 6.860 / 6.851
E_LUMO (spin up / spin down), eV: -0.252 / -0.255

Each line ends with the Mulliken charge.
Geometry (Å):
C1 -1.630977 0.087347 -0.656303  -0.567
H1 0.345596 -2.276960 0.825315  0.441
C2 0.704565 -1.446352 0.226230  -0.234
C3 1.206573 0.837597 0.903533  -0.027
H2 -1.671287 -1.822515 -1.073140  0.295
N1 0.554396 1.920347 1.217282  -0.477
C4 -0.957450 -0.967550 -0.957450  0.128
H3 2.288738 0.929040 0.692982  0.378
C5 -0.732154 2.163342 1.049802  -0.026
H4 0.983562 -0.311411 -1.694066  0.275
H5 -1.210573 2.901995 1.719581  0.352
S1 -1.763526 1.697417 -0.159080  -0.152
N2 0.692780 -0.462235 1.036549  -0.421
C6 0.533930 -1.192341 -1.195425  -0.246
H6 0.655827 -2.057721 -1.935810  0.281

Cartesian forces (eV/Å) of the 6 atoms listed first:
C -0.56 2.59 0.25
H 0.21 -1.11 -1.19
C 0.43 1.17 1.56
C -0.92 -0.77 -0.29
H 1.20 0.14 0.00
N 1.18 -0.91 -0.17

***

Ordered energy relative to the best compared isomer or geometry (same formula, charge and spin) results: 2.535, 4.954; unit eV.